[1]
{"formula": "C56H136N12O21", "method": "wB97M-V/def2-TZVPD", "spin_multiplicity": 1, "total_charge": 2, "e_tot_ha": -4450.91429, "symbols": ["C", "O", "C", "C", "N", "H", "H", "C", "C", "O", "C", "H", "H", "H", "H", "H", "H", "H", "H", "H", "H", "H", "H", "H", "H", "C", "C", "N", "C", "C", "C", "C", "C", "O", "C", "H", "H", "H", "H", "H", "H", "H", "H", "H", "H", "H", "H", "H", "H", "H", "H", "H", "H", "H", "H", "C", "C", "N", "C", "C", "C", "C", "C", "O", "C", "H", "H", "H", "H", "H", "H", "H", "H", "H", "H", "H", "H", "H", "H", "H", "H", "H", "H", "H", "H", "C", "C", "N", "C", "C", "C", "C", "C", "O", "C", "H", "H", "H", "H", "H", "H", "H", "H", "H", "H", "H", "H", "H", "H", "H", "H", "H", "H", "H", "H", "C", "C", "N", "C", "C", "C", "C", "C", "O", "C", "H", "H", "H", "H", "H", "H", "H", "H", "H", "H", "H", "H", "H", "H", "H", "H", "H", "H", "H", "H", "C", "C", "C", "C", "N", "C", "C", "C", "C", "C", "H", "H", "H", "H", "H", "H", "H", "H", "H", "H", "H", "H", "H", "H", "H", "H", "H", "H", "H", "H", "C", "C", "C", "C", "N", "C", "C", "C", "C", "C", "H", "H", "H", "H", "H", "H", "H", "H", "H", "H", "H", "H", "H", "H", "H", "H", "H", "H", "H", "H", "N", "O", "O", "O", "N", "O", "O", "O", "N", "O", "O", "O", "N", "O", "O", "O", "N", "O", "O", "O"], "positions_angstrom": [[-0.733, -2.355, -1.111], [-1.239, -1.079, -0.466], [-0.222, -0.003, -0.375], [-0.875, 1.271, 0.237], [-1.456, 1.108, 1.708], [-2.234, 0.468, 1.778], [-0.801, 0.689, 2.352], [-1.967, 2.410, 2.251], [-2.703, 2.221, 3.637], [-1.876, 1.472, 4.503], [-0.930, 2.264, 5.296], [-0.258, -2.069, -2.049], [-1.424, -3.199, -1.113], [0.114, -2.677, -0.506], [0.253, 0.210, -1.333], [0.496, -0.417, 0.333], [-1.734, 1.588, -0.356], [-0.132, 2.066, 0.297], [-2.546, 2.838, 1.433], [-1.116, 3.088, 2.318], [-3.645, 1.674, 3.673], [-3.023, 3.146, 4.118], [-0.331, 2.928, 4.673], [-0.287, 1.636, 5.912], [-1.571, 2.935, 5.867], [-3.435, 6.361, 0.863], [-4.822, 6.888, 1.321], [-5.653, 5.984, 2.241], [-4.940, 5.855, 3.620], [-6.996, 6.679, 2.573], [-7.860, 6.949, 1.289], [-5.878, 4.521, 1.649], [-6.699, 3.552, 2.596], [-5.981, 3.291, 3.757], [-6.512, 2.173, 4.466], [-3.594, 5.519, 0.189], [-2.928, 5.941, 1.732], [-2.745, 7.142, 0.544], [-5.344, 7.027, 0.374], [-4.711, 7.878, 1.765], [-4.031, 5.257, 3.562], [-5.681, 5.400, 4.277], [-4.706, 6.858, 3.977], [-6.838, 7.609, 3.120], [-7.427, 5.958, 3.267], [-7.478, 7.635, 0.533], [-8.776, 7.479, 1.552], [-8.110, 6.018, 0.780], [-4.924, 4.040, 1.432], [-6.358, 4.482, 0.671], [-6.797, 2.635, 2.015], [-7.750, 3.829, 2.677], [-7.504, 2.550, 4.713], [-6.103, 1.892, 5.437], [-6.678, 1.318, 3.812], [-0.800, -5.503, -2.944], [0.346, -6.482, -2.681], [1.080, -6.931, -3.929], [0.146, -7.570, -5.015], [1.706, -5.707, -4.720], [2.667, -6.039, -5.891], [2.109, -8.057, -3.562], [3.075, -7.524, -2.503], [4.242, -8.361, -2.530], [5.208, -7.863, -1.531], [-0.431, -4.543, -3.307], [-1.362, -5.383, -2.017], [-1.439, -5.998, -3.675], [-0.042, -7.397, -2.233], [1.079, -5.953, -2.072], [-0.633, -6.856, -5.283], [-0.416, -8.346, -4.495], [0.853, -7.871, -5.787], [2.121, -5.135, -3.890], [0.863, -5.118, -5.081], [3.054, -5.124, -6.338], [2.245, -6.571, -6.744], [3.554, -6.602, -5.599], [2.712, -8.278, -4.442], [1.458, -8.876, -3.257], [2.514, -7.733, -1.592], [3.308, -6.461, -2.446], [4.796, -7.643, -0.546], [5.615, -6.907, -1.862], [5.948, -8.663, -1.558], [-1.489, -0.115, -6.265], [-2.100, -0.295, -4.842], [-3.478, -0.976, -4.785], [-4.539, -0.261, -5.731], [-3.395, -2.347, -5.499], [-2.267, -3.275, -4.893], [-4.048, -1.078, -3.337], [-3.819, 0.185, -2.389], [-4.292, 1.385, -2.978], [-3.967, 2.725, -2.398], [-1.185, -1.110, -6.590], [-0.485, 0.299, -6.166], [-2.080, 0.401, -7.022], [-2.253, 0.631, -4.287], [-1.408, -0.974, -4.344], [-5.536, -0.700, -5.713], [-4.206, -0.263, -6.770], [-4.679, 0.741, -5.327], [-3.197, -2.223, -6.564], [-4.370, -2.824, -5.396], [-1.235, -3.302, -5.243], [-2.538, -4.308, -5.111], [-2.286, -3.263, -3.804], [-3.594, -1.901, -2.785], [-5.107, -1.313, -3.440], [-2.740, 0.251, -2.250], [-4.382, 0.011, -1.472], [-4.005, 3.513, -3.149], [-2.965, 2.675, -1.971], [-4.580, 2.880, -1.510], [1.581, -3.690, 3.767], [0.285, -3.344, 2.911], [-0.799, -4.442, 2.934], [-1.850, -3.916, 1.952], [-0.156, -5.775, 2.330], [-1.143, -6.872, 1.812], [-1.522, -4.747, 4.252], [-1.719, -3.591, 5.227], [-2.464, -2.541, 4.569], [-2.486, -1.344, 5.378], [2.220, -2.829, 3.961], [2.259, -4.335, 3.208], [1.403, -4.270, 4.673], [0.588, -3.109, 1.891], [-0.206, -2.462, 3.323], [-2.153, -2.922, 2.281], [-2.668, -4.634, 1.893], [-1.446, -3.817, 0.944], [0.645, -5.933, 3.051], [0.485, -5.521, 1.485], [-1.713, -6.487, 0.966], [-1.839, -7.169, 2.597], [-0.539, -7.751, 1.587], [-0.923, -5.563, 4.656], [-2.476, -5.167, 3.930], [-0.768, -3.134, 5.500], [-2.230, -3.861, 6.152], [-1.485, -0.917, 5.440], [-2.862, -1.395, 6.400], [-3.089, -0.573, 4.898], [2.772, 10.150, 2.309], [3.101, 9.315, 1.034], [2.710, 7.788, 1.223], [3.598, 6.890, 2.136], [3.061, 5.463, 2.223], [3.922, 4.718, 3.353], [5.110, 4.106, 2.609], [4.601, 3.858, 1.156], [3.296, 4.603, 0.909], [1.573, 5.410, 2.568], [3.510, 9.965, 3.089], [1.752, 10.043, 2.679], [2.789, 11.187, 1.975], [4.185, 9.316, 0.921], [2.848, 9.829, 0.107], [2.658, 7.418, 0.199], [1.677, 7.865, 1.562], [3.611, 7.267, 3.159], [4.597, 6.702, 1.743], [3.236, 3.904, 3.587], [4.021, 5.440, 4.163], [5.510, 3.225, 3.110], [5.940, 4.812, 2.567], [4.590, 2.818, 0.831], [5.348, 4.319, 0.511], [2.476, 3.906, 0.738], [3.309, 5.364, 0.129], [1.313, 4.383, 2.824], [0.966, 5.728, 1.721], [1.489, 5.997, 3.483], [7.570, -3.156, 1.421], [7.670, -1.627, 1.274], [7.175, -0.996, -0.121], [5.602, -0.959, -0.092], [4.881, -0.637, -1.405], [5.386, 0.656, -2.137], [4.157, 1.593, -2.448], [2.960, 0.635, -2.178], [3.420, -0.200, -1.098], [5.030, -1.813, -2.333], [8.085, -3.529, 2.306], [8.114, -3.525, 0.552], [6.552, -3.529, 1.530], [8.727, -1.373, 1.357], [7.185, -1.033, 2.049], [7.478, -1.508, -1.034], [7.575, 0.017, -0.157], [5.302, -0.136, 0.557], [5.229, -1.941, 0.198], [6.176, 0.388, -2.839], [6.103, 1.123, -1.462], [4.207, 2.054, -3.435], [4.178, 2.440, -1.763], [2.542, 0.103, -3.032], [2.076, 1.023, -1.671], [2.770, -1.075, -1.125], [3.408, 0.355, -0.161], [4.377, -1.596, -3.179], [4.782, -2.761, -1.855], [6.059, -1.820, -2.692], [2.088, 0.785, 2.752], [3.278, 0.656, 2.483], [1.665, 1.799, 3.295], [1.337, -0.159, 2.577], [3.338, -4.700, -0.084], [2.764, -3.639, -0.505], [4.506, -4.740, 0.065], [2.651, -5.684, 0.175], [0.447, 3.792, -1.805], [0.173, 4.211, -0.692], [1.306, 4.362, -2.356], [-0.108, 2.839, -2.306], [1.665, -2.013, -5.343], [0.965, -2.172, -4.317], [1.123, -1.814, -6.432], [2.861, -2.189, -5.254], [-4.820, 0.309, 1.445], [-4.573, 1.335, 0.872], [-3.854, -0.200, 1.981], [-5.941, -0.237, 1.511]]}

***

[2]
{"formula": "C56H149F3N13O15Sr", "method": "wB97M-V/def2-TZVPD", "relative_energy_kj_mol": 0.00, "spin_multiplicity": 1, "total_charge": 1, "symbols": ["Sr", "C", "O", "O", "C", "F", "F", "F", "C", "C", "H", "H", "H", "H", "H", "H", "C", "C", "C", "O", "C", "N", "H", "H", "H", "H", "H", "H", "H", "H", "H", "H", "H", "C", "C", "C", "O", "C", "N", "H", "H", "H", "H", "H", "H", "H", "H", "H", "H", "H", "C", "C", "C", "O", "C", "N", "H", "H", "H", "H", "H", "H", "H", "H", "H", "H", "H", "C", "C", "C", "O", "C", "N", "H", "H", "H", "H", "H", "H", "H", "H", "H", "H", "H", "C", "C", "C", "O", "C", "N", "H", "H", "H", "H", "H", "H", "H", "H", "H", "H", "H", "C", "C", "C", "O", "C", "N", "H", "H", "H", "H", "H", "H", "H", "H", "H", "H", "H", "C", "C", "C", "O", "C", "N", "H", "H", "H", "H", "H", "H", "H", "H", "H", "H", "H", "C", "C", "C", "O", "C", "N", "H", "H", "H", "H", "H", "H", "H", "H", "H", "H", "H", "C", "C", "C", "O", "C", "N", "H", "H", "H", "H", "H", "H", "H", "H", "H", "H", "H", "C", "C", "C", "O", "C", "N", "H", "H", "H", "H", "H", "H", "H", "H", "H", "H", "H", "C", "C", "C", "O", "C", "N", "H", "H", "H", "H", "H", "H", "H", "H", "H", "H", "H", "C", "C", "C", "O", "C", "N", "H", "H", "H", "H", "H", "H", "H", "H", "H", "H", "H", "C", "C", "C", "O", "C", "N", "H", "H", "H", "H", "H", "H", "H", "H", "H", "H", "H"], "positions_angstrom": [[16.363, 0.152, 13.352], [16.731, -2.023, 16.432], [18.128, -1.806, 16.723], [16.371, -1.364, 15.358], [16.467, -3.541, 16.461], [16.918, -4.196, 15.370], [17.052, -4.106, 17.548], [15.142, -3.789, 16.575], [18.479, -1.612, 18.079], [19.964, -1.278, 18.155], [20.193, -0.397, 17.547], [20.253, -1.098, 19.191], [20.542, -2.112, 17.755], [18.357, -2.558, 18.625], [17.862, -0.871, 18.601], [16.169, -1.705, 17.348], [11.804, -1.150, 17.892], [11.172, -2.504, 18.007], [11.610, -3.557, 17.005], [11.237, -3.133, 15.699], [11.478, -4.081, 14.670], [11.333, -3.009, 19.398], [11.730, -0.799, 16.859], [12.873, -1.094, 18.143], [11.324, -0.418, 18.541], [10.084, -2.371, 17.972], [11.140, -4.520, 17.238], [12.711, -3.628, 17.054], [10.853, -4.962, 14.833], [12.543, -4.324, 14.594], [11.200, -3.578, 13.741], [12.313, -2.981, 19.666], [11.122, -4.003, 19.400], [21.451, -4.160, 21.357], [21.565, -4.011, 22.858], [22.099, -5.253, 23.561], [21.066, -6.211, 23.696], [21.548, -7.456, 24.124], [22.521, -2.879, 23.048], [21.097, -3.230, 20.901], [20.704, -4.905, 21.056], [22.386, -4.425, 20.857], [20.631, -3.645, 23.284], [22.435, -4.936, 24.559], [22.944, -5.681, 23.006], [22.085, -7.371, 25.076], [22.177, -7.972, 23.390], [20.705, -8.133, 24.271], [22.809, -2.811, 24.023], [23.383, -3.086, 22.547], [16.563, 1.280, 19.917], [16.164, 1.258, 21.376], [16.161, -0.144, 21.946], [17.458, -0.711, 21.821], [17.542, -1.976, 22.448], [16.961, 2.248, 22.112], [16.567, 2.307, 19.553], [15.936, 0.639, 19.296], [17.601, 0.937, 19.830], [15.131, 1.617, 21.481], [15.457, -0.778, 21.385], [15.802, -0.124, 22.985], [16.774, -2.687, 22.131], [17.505, -1.835, 23.536], [18.516, -2.416, 22.223], [16.763, 2.169, 23.108], [17.957, 2.025, 22.057], [23.714, 6.065, 19.216], [24.598, 4.847, 19.310], [24.177, 3.750, 18.358], [22.769, 3.507, 18.384], [22.505, 2.131, 18.595], [26.005, 5.225, 19.097], [24.081, 6.881, 19.842], [22.703, 5.879, 19.588], [23.591, 6.459, 18.203], [24.596, 4.491, 20.345], [24.727, 2.836, 18.609], [24.426, 4.001, 17.317], [22.947, 1.468, 17.841], [21.424, 2.073, 18.429], [22.729, 1.828, 19.619], [26.181, 5.485, 18.127], [26.623, 4.427, 19.230], [12.189, -6.503, 22.439], [12.245, -6.460, 20.921], [13.604, -5.974, 20.473], [13.656, -4.576, 20.505], [14.954, -4.088, 20.299], [11.972, -7.819, 20.400], [12.144, -5.489, 22.843], [13.095, -6.960, 22.853], [11.333, -7.057, 22.822], [11.472, -5.758, 20.607], [13.774, -6.278, 19.424], [14.406, -6.466, 21.043], [15.340, -4.464, 19.344], [15.628, -4.334, 21.131], [14.913, -2.996, 20.288], [12.446, -8.504, 20.992], [12.499, -7.966, 19.535], [19.943, -9.239, 21.121], [20.646, -8.331, 20.126], [19.698, -7.339, 19.495], [20.399, -6.593, 18.528], [19.667, -5.481, 18.028], [21.752, -7.606, 20.834], [19.143, -9.766, 20.595], [19.436, -8.643, 21.888], [20.663, -9.889, 21.606], [21.083, -8.917, 19.310], [19.221, -6.695, 20.253], [18.881, -7.894, 19.008], [18.785, -5.827, 17.481], [20.280, -4.977, 17.273], [19.411, -4.739, 18.791], [21.206, -7.085, 21.532], [22.040, -6.866, 20.191], [15.243, -7.403, 14.279], [14.794, -7.452, 15.721], [15.896, -7.383, 16.754], [15.268, -7.233, 18.015], [16.183, -7.156, 19.055], [13.741, -6.419, 15.975], [15.857, -8.273, 14.040], [15.832, -6.495, 14.108], [14.385, -7.379, 13.611], [14.222, -8.372, 15.888], [16.586, -6.546, 16.590], [16.463, -8.326, 16.766], [16.659, -8.120, 19.271], [15.647, -6.870, 19.962], [16.942, -6.391, 18.872], [14.175, -5.496, 15.914], [13.601, -6.524, 16.982], [20.966, -0.475, 21.396], [20.787, -0.263, 22.897], [22.019, 0.229, 23.603], [21.815, 0.210, 24.981], [22.829, 0.884, 25.702], [19.648, 0.620, 23.159], [21.425, 0.370, 20.884], [19.963, -0.598, 20.968], [21.450, -1.442, 21.239], [20.531, -1.256, 23.313], [22.251, 1.243, 23.230], [22.857, -0.391, 23.235], [22.517, 0.843, 26.750], [22.829, 1.951, 25.453], [23.809, 0.407, 25.638], [19.550, 0.898, 24.127], [18.769, 0.204, 22.846], [13.039, -0.441, 13.605], [13.170, -0.345, 12.107], [11.928, 0.236, 11.485], [12.136, 0.366, 10.116], [10.982, 0.755, 9.416], [14.313, 0.576, 11.829], [12.909, 0.514, 14.132], [13.894, -0.953, 14.063], [12.185, -1.012, 13.986], [13.299, -1.344, 11.694], [11.586, 1.160, 11.978], [11.099, -0.481, 11.622], [10.472, 1.582, 9.926], [10.245, -0.058, 9.377], [11.291, 1.048, 8.420], [13.994, 1.495, 12.143], [14.402, 0.639, 10.815], [17.373, -1.902, 9.135], [16.792, -1.464, 10.477], [16.404, -2.670, 11.309], [15.674, -2.269, 12.476], [15.005, -3.371, 13.053], [17.694, -0.573, 11.255], [16.645, -2.416, 8.507], [18.220, -2.568, 9.322], [17.697, -1.040, 8.549], [15.860, -0.938, 10.242], [17.263, -3.314, 11.513], [15.655, -3.214, 10.717], [14.660, -3.093, 14.044], [15.645, -4.252, 13.120], [14.150, -3.655, 12.423], [17.979, 0.158, 10.606], [18.525, -1.161, 11.467], [17.694, 1.661, 16.771], [18.558, 1.900, 15.561], [19.940, 2.399, 15.882], [20.564, 2.842, 14.711], [21.813, 3.428, 14.936], [18.570, 0.669, 14.720], [16.737, 1.187, 16.539], [17.593, 2.526, 17.421], [18.175, 0.899, 17.401], [18.129, 2.698, 14.931], [20.573, 1.614, 16.322], [19.851, 3.216, 16.612], [22.162, 3.710, 13.935], [22.654, 2.844, 15.329], [21.766, 4.372, 15.489], [19.528, 0.531, 14.391], [18.380, -0.160, 15.295], [23.490, -4.528, 18.036], [23.454, -5.528, 16.863], [24.812, -5.651, 16.234], [25.298, -4.397, 15.844], [26.577, -4.455, 15.264], [23.012, -6.844, 17.301], [22.657, -4.635, 18.726], [23.516, -3.508, 17.639], [24.438, -4.615, 18.577], [22.763, -5.158, 16.102], [24.746, -6.313, 15.357], [25.486, -6.161, 16.944], [26.519, -4.851, 14.242], [27.261, -5.038, 15.886], [26.943, -3.432, 15.185], [22.017, -6.794, 17.535], [23.505, -7.074, 18.159], [19.409, -3.813, 13.536], [19.859, -2.377, 13.519], [21.151, -2.167, 14.254], [21.367, -0.778, 14.292], [22.559, -0.424, 14.947], [19.973, -1.908, 12.121], [18.398, -3.992, 13.176], [19.432, -4.210, 14.554], [20.099, -4.456, 12.976], [19.163, -1.760, 14.086], [22.030, -2.660, 13.812], [21.139, -2.564, 15.279], [22.453, -0.538, 16.033], [22.721, 0.630, 14.721], [23.417, -1.001, 14.591], [20.671, -1.161, 12.133], [20.406, -2.637, 11.559]]}

***

Question: Which formula does entry 1 have?
Answer: C56H136N12O21

***

Question: Number 2 is which compound?
Answer: C56H149F3N13O15Sr